{"formula": "C9H9INO3", "method": "wB97M-V/def2-TZVPD", "homo_ev": [-3.5, -3.5], "lumo_ev": [2.887, 2.887], "total_charge": -1, "orbital_gap_ha": [0.2338, 0.2339], "symbols": ["C", "C", "C", "C", "C", "C", "C", "C", "C", "N", "O", "O", "O", "I", "H", "H", "H", "H", "H", "H", "H", "H", "H"], "positions_angstrom": [[-1.5788, 0.7586, 1.4531], [-0.6696, 1.7167, 1.5407], [0.7832, -0.9240, 0.1353], [3.5093, 0.1955, 0.6159], [-1.6464, -0.4444, 0.5185], [-0.1423, 0.7695, -1.2307], [1.0384, 1.1842, -0.4063], [-0.5506, -0.5388, -0.5856], [-0.9908, -1.7153, -1.4435], [1.6590, 0.0805, 0.1175], [3.5435, 0.7111, 1.6422], [0.9184, -1.9893, 0.6594], [4.0723, -0.2444, -0.3044], [-0.6790, 3.2234, 2.9088], [-2.3614, 0.6672, 2.3114], [-1.5096, -1.2490, 1.1279], [-2.7953, -0.5212, 0.1556], [-0.9053, 1.5395, -1.3971], [0.1269, 0.6867, -2.2483], [1.5707, 2.0967, -0.4127], [-1.6546, -1.3649, -2.2849], [-1.5665, -2.3367, -0.8972], [-0.1714, -2.3016, -1.9756]], "forces_ev_per_angstrom": [[-1.3, 0.0, 2.3], [1.2, -1.1, -2.9], [-1.9, -0.3, -0.6], [-0.2, -0.5, -1.0], [-1.7, 3.3, -1.7], [-1.0, 1.3, 0.2], [-0.4, -2.8, 1.9], [-0.4, -0.6, 0.8], [1.9, 1.8, -4.1], [-0.2, 3.4, -1.1], [-0.2, 1.6, 3.4], [0.5, -1.5, 0.7], [1.0, -1.1, -2.2], [-0.2, 0.6, 0.8], [0.8, 0.1, -1.3], [0.3, -2.6, 1.6], [2.6, 0.2, 0.2], [-0.2, -0.1, 1.0], [1.1, -0.9, -1.4], [0.3, 0.9, -0.2], [0.5, -0.1, 0.7], [-1.6, -2.3, 1.9], [-0.7, 0.8, 0.9]], "mulliken_charge": [-0.45, -0.38, -0.13, 0.67, -1.18, -1.14, -0.27, 2.21, -1.95, -0.10, -0.46, -0.66, -0.51, -0.10, 0.19, 0.50, 0.27, 0.34, 0.44, 0.52, 0.37, 0.48, 0.34]}

***

{"formula": "C9H9MnN4Se3Te2", "method": "wB97M-V/def2-TZVPD", "s2": 8.763, "homo_ev": [-4.1, -4.2], "lumo_ev": [2.261, 2.212], "multiplicity": 6, "total_charge": -1, "orbital_gap_ha": [0.2334, 0.2365], "symbols": ["Mn", "Se", "Te", "Te", "Se", "N", "C", "C", "N", "C", "C", "N", "H", "H", "H", "H", "H", "Se", "C", "C", "C", "N", "C", "C", "H", "H", "H", "H"], "positions_angstrom": [[1.2939, -1.7226, -0.0147], [3.6739, -2.2237, -0.5557], [4.5970, -0.6434, 1.1467], [3.1626, -1.4104, 3.3152], [0.8394, -1.2759, 2.3959], [3.2421, 3.1831, -0.2358], [2.0404, 2.5054, -0.2959], [2.0293, 1.1576, -0.7173], [0.9194, 0.4653, -0.6823], [-0.2187, 1.0681, -0.3075], [-0.2041, 2.4055, 0.0114], [0.9277, 3.1247, 0.0364], [4.0369, 2.5937, -0.0409], [3.2031, 4.0184, 0.3266], [2.9301, 0.6413, -1.0339], [-1.1167, 0.4661, -0.2688], [-1.1241, 2.9086, 0.2812], [-0.3073, -3.1397, -1.2464], [-1.8422, -2.1611, -0.6659], [-2.6393, -1.4198, -1.5383], [-3.7368, -0.7233, -1.0558], [-4.1114, -0.6918, 0.2272], [-3.3421, -1.4025, 1.0606], [-2.2315, -2.1357, 0.6739], [-2.3980, -1.3833, -2.5934], [-4.3489, -0.1489, -1.7447], [-3.6250, -1.3851, 2.1082], [-1.6499, -2.6707, 1.4139]], "forces_ev_per_angstrom": [[0.0, 0.2, -0.1], [0.3, -0.1, -0.2], [0.1, 0.1, 0.2], [0.1, 0.0, 0.0], [-0.2, 0.2, 0.4], [-0.2, 0.1, -0.1], [0.3, -0.3, -0.1], [0.1, 0.3, 0.0], [-0.2, -0.6, 0.1], [0.0, 0.2, 0.0], [0.1, -0.1, -0.1], [-0.3, 0.2, 0.1], [0.0, 0.0, 0.0], [0.0, 0.0, 0.0], [-0.1, 0.1, 0.0], [0.0, 0.0, 0.0], [0.0, 0.1, 0.0], [-0.4, -0.2, -0.3], [-0.1, 0.1, 0.2], [0.0, -0.1, -0.2], [0.0, 0.0, 0.1], [0.3, -0.2, -0.1], [-0.1, 0.1, -0.1], [0.1, 0.0, 0.1], [0.0, 0.0, 0.0], [0.0, 0.0, 0.0], [0.0, 0.0, 0.0], [0.0, 0.0, 0.0]], "lowdin_spin": [4.65, 0.05, 0.04, 0.04, 0.06, 0.00, 0.00, 0.01, 0.04, 0.01, 0.00, 0.00, 0.00, 0.00, 0.00, 0.00, 0.00, 0.07, 0.02, 0.01, 0.00, 0.01, 0.00, 0.01, 0.00, 0.00, 0.00, 0.00]}

***

{"formula": "C9H9N2O4", "method": "wB97M-V/def2-TZVPD", "homo_ev": -4.3, "de_lowest_kj_mol": 210.9, "lumo_ev": 3.177, "total_charge": -1, "orbital_gap_ha": 0.2733, "symbols": ["C", "C", "C", "C", "C", "C", "C", "C", "C", "N", "N", "O", "O", "O", "O", "H", "H", "H", "H", "H", "H", "H", "H", "H"], "positions_angstrom": [[-2.0371, 0.4600, -2.1763], [-0.8132, -0.1007, -2.4891], [-2.2387, 0.9039, -0.8925], [0.0717, -0.4793, -1.4832], [-1.3726, 0.5458, 0.1165], [-0.1418, -0.0959, -0.1594], [0.7210, -3.1598, 0.2992], [1.7882, -1.3716, 0.7050], [0.7585, -0.4911, 0.9622], [0.2054, 2.0647, 2.2010], [1.1477, 1.7277, 1.4603], [0.6270, -3.2813, -0.8713], [0.4930, -3.6467, 1.3612], [2.0071, 2.5068, 0.9581], [0.1844, 3.4330, 2.5082], [-2.7389, 0.6934, -3.0793], [-0.6293, -0.6138, -3.4102], [-3.3374, 1.0942, -0.5905], [0.9277, -1.1516, -1.7591], [-1.3845, 0.9217, 1.1761], [2.2686, -1.5467, -0.3558], [2.4263, -1.7177, 1.5443], [0.2857, -0.5322, 2.0467], [0.7812, 3.8373, 1.9279]], "forces_ev_per_angstrom": [[-0.2, 1.3, -2.9], [0.1, -1.6, 0.7], [-3.5, -1.0, 1.3], [1.2, -0.2, -0.1], [2.1, 0.8, 1.5], [-0.9, 0.1, -0.1], [-1.0, -1.3, 0.9], [1.7, -0.4, -1.2], [-1.2, -1.3, 1.0], [0.4, 0.2, 0.3], [0.2, -1.2, -0.4], [0.4, 0.5, -0.7], [0.4, 0.5, 0.2], [-0.3, 0.7, 0.4], [-2.0, -0.5, 1.7], [1.0, -0.5, 2.1], [-0.1, 0.4, -0.8], [1.9, 0.6, -0.5], [-1.0, 1.1, 0.3], [-0.9, -0.5, -1.2], [-0.9, 1.0, 2.4], [-0.6, 0.3, -0.6], [1.1, 0.5, -2.5], [2.0, 0.9, -1.8]], "mulliken_charge": [-0.20, -0.77, -0.62, -0.18, -0.13, 1.12, 0.81, -1.30, -0.01, -0.38, 0.53, -0.45, -0.51, -0.84, -0.45, 0.24, 0.34, 0.22, 0.04, 0.32, 0.32, 0.34, 0.25, 0.31]}

***

{"formula": "C9H9N2O5SV", "method": "wB97M-V/def2-TZVPD", "s2": 0.846, "homo_ev": [-20.8, -20.9], "de_lowest_kj_mol": 29.1, "lumo_ev": [-15.581, -15.259], "multiplicity": 2, "total_charge": 3, "orbital_gap_ha": [0.1933, 0.2060], "symbols": ["O", "C", "V", "C", "O", "C", "O", "C", "O", "C", "O", "H", "S", "C", "N", "C", "C", "C", "N", "H", "H", "H", "H", "H", "H", "H", "H"], "positions_angstrom": [[4.9922, -5.8107, -0.6351], [4.3051, -4.9089, -0.6950], [1.0705, -1.5701, -0.7393], [1.4855, -0.0047, 0.1891], [1.6757, 0.9379, 0.8632], [0.1872, -1.7104, -2.4154], [-0.4591, -1.8177, -3.3855], [1.1234, -3.0480, 0.4311], [1.1656, -3.9444, 1.1985], [2.9999, -1.7103, -1.6281], [3.9386, -1.1348, -2.0971], [2.8197, -2.8637, -1.5676], [-1.1645, -1.3361, 0.1024], [-1.4629, 0.3540, 0.4034], [-1.5440, 0.7771, 1.6672], [-1.5691, 2.1974, 2.0279], [-2.3018, 2.9627, 0.9521], [-1.7071, 2.6693, -0.4127], [-1.5604, 1.2214, -0.6038], [-1.2904, 0.0978, 2.3792], [-0.5433, 2.5675, 2.1574], [-2.0708, 2.2861, 2.9934], [-2.2414, 4.0391, 1.1489], [-3.3631, 2.6920, 0.9618], [-0.7341, 3.1755, -0.5434], [-2.3603, 3.0243, -1.2118], [-1.3912, 0.8579, -1.5408]], "forces_ev_per_angstrom": [[-1.5, 2.0, -0.1], [1.3, -1.8, 0.0], [-1.7, -1.6, -0.1], [3.0, 7.7, 5.4], [-1.2, -4.7, -3.6], [-5.2, -1.3, -9.6], [3.5, 0.7, 5.3], [0.7, -8.4, 6.9], [-0.3, 5.4, -4.7], [5.7, 4.9, -2.4], [-4.9, -3.3, 2.4], [-0.7, -0.2, 0.6], [1.7, -0.5, -0.2], [-0.3, 2.7, 0.6], [0.8, -1.5, -1.0], [-0.1, 0.6, 0.4], [-0.4, 0.2, -0.1], [-0.1, 0.9, -0.2], [0.8, -1.4, 0.1], [-0.4, 0.1, 0.1], [-0.1, -0.2, 0.0], [0.0, -0.1, -0.1], [0.0, -0.2, 0.0], [0.1, 0.1, 0.0], [-0.2, -0.4, 0.0], [0.0, 0.0, 0.1], [-0.5, 0.3, 0.3]], "lowdin_spin": [0.00, 0.00, 0.82, 0.02, 0.04, 0.02, 0.04, 0.03, 0.06, 0.04, 0.11, 0.01, -0.15, -0.02, -0.01, 0.00, 0.00, 0.00, -0.01, 0.00, 0.00, 0.00, 0.00, 0.00, 0.00, 0.00, 0.00]}

***

{"formula": "C9H9N2O5SW", "method": "wB97M-V/def2-TZVPD", "s2": 2.046, "homo_ev": [-20.8, -20.8], "de_lowest_kj_mol": 56.9, "lumo_ev": [-14.754, -14.881], "multiplicity": 3, "total_charge": 3, "orbital_gap_ha": [0.2224, 0.2167], "symbols": ["O", "C", "W", "C", "O", "C", "O", "C", "O", "C", "O", "H", "S", "C", "N", "C", "C", "C", "N", "H", "H", "H", "H", "H", "H", "H", "H"], "positions_angstrom": [[-0.0789, 0.2859, -4.6415], [0.4348, 0.5005, -3.5991], [1.3109, 0.8736, -1.9507], [-0.3599, 1.1851, -0.9045], [-1.1879, 1.5538, -0.1432], [-1.7300, -0.2032, -2.2024], [-1.6591, -1.3081, -1.7389], [2.0919, 2.6853, -2.0372], [2.5596, 3.7619, -2.0854], [-2.6201, 0.6453, -2.8621], [-2.4270, 1.8145, -3.2167], [-3.5292, 0.0475, -2.9687], [2.3292, -0.9206, -0.7913], [1.3423, -0.9889, 0.6594], [0.0666, -1.3532, 0.6073], [-0.7767, -1.3593, 1.8010], [-0.3220, -0.2664, 2.7410], [1.1533, -0.3883, 3.0497], [1.9077, -0.6656, 1.8246], [-0.3388, -1.6350, -0.2880], [-0.7099, -2.3396, 2.2891], [-1.8086, -1.2074, 1.4754], [-0.8959, -0.3224, 3.6702], [-0.5314, 0.7087, 2.2872], [1.3345, -1.2032, 3.7624], [1.5469, 0.5365, 3.4832], [2.8979, -0.4374, 1.7790]], "forces_ev_per_angstrom": [[2.2, 0.6, 4.5], [-3.5, -0.8, -7.8], [1.0, -4.2, 3.4], [-2.8, 3.1, 3.9], [3.1, -1.9, -3.4], [2.4, -9.6, 4.4], [-0.2, 6.5, -2.8], [3.0, 9.2, -0.8], [-2.3, -5.8, 0.4], [-1.9, 6.9, -3.2], [-0.4, -4.2, 1.4], [-0.7, 0.1, -0.3], [0.0, 0.2, -0.9], [-0.3, 0.2, 2.2], [0.4, 0.2, -1.0], [-0.4, -0.5, 0.5], [-0.2, 0.5, 0.0], [-0.1, -0.4, 0.9], [0.0, 0.0, -2.0], [0.6, -0.1, 0.8], [-0.1, 0.1, -0.2], [0.1, -0.1, 0.1], [0.1, 0.0, -0.1], [0.0, 0.0, 0.1], [0.1, 0.2, -0.1], [0.0, -0.2, -0.1], [-0.1, 0.0, 0.3]], "lowdin_spin": [0.14, 0.11, 1.23, 0.08, 0.08, -0.01, -0.03, 0.12, 0.18, -0.01, 0.00, 0.00, 0.04, 0.02, 0.03, 0.00, 0.00, 0.00, 0.00, 0.00, 0.00, 0.00, 0.00, 0.00, 0.00, 0.00, 0.00]}

***

{"formula": "C9H9N3O", "method": "wB97M-V/def2-TZVPD", "homo_ev": [-8.0, -8.0], "de_lowest_kj_mol": 550.3, "lumo_ev": [0.509, 0.509], "total_charge": 0, "orbital_gap_ha": [0.3135, 0.3135], "symbols": ["C", "C", "C", "C", "C", "C", "C", "C", "C", "N", "N", "N", "O", "H", "H", "H", "H", "H", "H", "H", "H", "H"], "positions_angstrom": [[-2.7342, -2.3121, -0.9126], [-1.6281, -2.4516, -1.7356], [-2.6424, -1.2978, 0.0543], [-0.5529, -1.6212, -1.8107], [-1.5630, -0.4224, -0.0076], [2.7252, 1.4639, 1.7754], [2.2770, 2.5176, 2.6254], [-0.4882, -0.5299, -0.9154], [0.6341, 0.5357, -1.0048], [1.8408, 1.4403, 0.7900], [1.6585, 0.4331, 0.0227], [1.2488, 3.1059, 2.1958], [1.0290, 2.5563, 0.8799], [-3.3877, -3.1428, -1.1166], [-1.6215, -3.2955, -2.3424], [-3.4624, -0.9875, 0.7865], [0.3182, -1.6994, -2.4525], [-1.3934, 0.2313, 0.8679], [3.5923, 0.8290, 1.8621], [2.7126, 2.7390, 3.5249], [1.2685, 0.4375, -1.8826], [0.1687, 1.4706, -1.2040]], "forces_ev_per_angstrom": [[1.5, 0.4, 0.3], [-0.2, -0.1, -0.2], [-1.7, 0.7, 0.0], [1.2, 2.4, 1.3], [1.6, 0.2, 1.1], [0.5, 1.4, 1.2], [1.1, -2.5, -1.7], [-0.5, -0.4, -0.4], [0.2, -1.2, -0.5], [-0.1, -1.8, -0.3], [-0.5, 1.2, 0.4], [-1.4, 1.5, -1.6], [-0.4, -0.5, 0.9], [-1.1, 0.4, 0.9], [0.0, -1.4, -1.2], [1.2, -1.0, -1.0], [-0.4, -0.6, -0.3], [-0.5, 0.2, -0.8], [-0.4, -0.1, -0.2], [0.7, 0.7, 2.1], [-0.5, -0.7, -0.7], [-0.4, 1.2, 0.7]], "mulliken_charge": [-0.48, -0.38, -0.47, -0.48, -0.11, -0.13, -0.28, 0.54, -0.87, 0.78, -0.84, -0.45, -0.17, 0.34, 0.38, 0.27, 0.34, 0.28, 0.41, 0.45, 0.39, 0.47]}

***

{"formula": "C9H9N3O", "method": "wB97M-V/def2-TZVPD", "homo_ev": -8.4, "de_lowest_kj_mol": 837.0, "lumo_ev": -0.133, "total_charge": 0, "orbital_gap_ha": 0.3034, "symbols": ["C", "C", "C", "C", "C", "C", "C", "C", "C", "H", "H", "H", "H", "H", "H", "H", "H", "H", "N", "N", "N", "O"], "positions_angstrom": [[-2.3211, 1.8745, 0.2740], [-1.6866, 0.5421, -0.1096], [-2.4211, -0.6584, -0.4111], [-1.7581, -1.9259, -0.2636], [-0.3950, -2.1239, -0.0385], [0.1861, -0.8662, -0.2448], [2.4959, 0.0798, -0.0336], [0.6392, 1.4310, -0.2450], [-0.3162, 0.4194, -0.2075], [-1.3243, 3.2647, 0.2028], [-3.4616, 2.1834, -0.1334], [-2.2159, 1.5817, 1.7564], [-3.5413, -0.4822, -0.2143], [-2.2996, -2.8234, -0.3537], [0.2012, -3.2375, 0.9163], [2.1784, -1.6224, -0.6873], [4.2360, 0.6465, -0.1098], [4.0955, -1.0663, 0.4778], [1.6143, -0.9379, 0.0424], [3.7982, -0.2554, -0.1897], [1.9795, 1.3038, 0.0601], [0.3166, 2.6725, -0.4879]], "forces_ev_per_angstrom": [[0.0, 2.3, 3.2], [-1.9, 0.4, -1.7], [-0.1, 1.3, 2.5], [-0.7, 0.0, -0.2], [-0.5, 0.2, 1.9], [4.5, -1.7, 3.0], [-4.2, 2.2, 1.0], [1.3, 8.0, 0.0], [-1.0, -2.6, -0.6], [-2.5, -4.4, -0.2], [3.3, -1.3, 1.5], [-0.9, 1.2, -4.2], [1.7, -1.1, -0.9], [-1.3, -0.8, 0.2], [-1.8, 3.5, -3.7], [-2.6, 1.0, 2.6], [1.4, -0.1, 0.2], [-0.4, 2.3, -1.7], [2.6, -4.0, -4.3], [0.4, -1.0, 1.7], [2.1, -1.6, -0.9], [0.7, -3.8, 0.5]], "mulliken_charge": [-1.03, 0.39, -0.71, -0.21, -0.59, 0.19, 0.57, 0.51, 0.38, 0.31, 0.26, 0.20, 0.30, 0.45, 0.25, 0.30, 0.32, 0.30, -0.33, -0.53, -0.61, -0.69]}

***

{"formula": "C9H9N3O2", "method": "wB97M-V/def2-TZVPD", "smiles": "O=c1cc[nH]c(=O)[nH]1.c1ccncc1", "homo_ev": -8.7, "de_lowest_kj_mol": 335.6, "lumo_ev": 0.605, "total_charge": 0, "orbital_gap_ha": 0.3413, "symbols": ["C", "C", "C", "C", "C", "C", "C", "C", "C", "H", "H", "H", "H", "H", "H", "H", "H", "H", "N", "N", "N", "O", "O"], "positions_angstrom": [[1.4555, 0.0826, 1.0856], [2.2768, 1.1988, 0.7141], [3.3838, 1.0099, -0.0852], [3.5480, -0.2173, -0.6414], [2.5455, -1.2914, -0.4399], [-1.4886, -1.1804, 0.2351], [-2.8876, -1.4426, -0.0563], [-3.6911, -0.3669, -0.2584], [-1.8455, 1.2569, 0.0026], [0.7183, 0.2116, 1.8150], [2.0064, 2.2408, 1.1333], [3.9660, 1.8060, -0.7942], [4.2587, -0.5400, -1.6006], [2.5298, -2.1952, -1.2351], [-0.0790, 0.3370, -0.0141], [-3.1710, -2.4869, -0.0692], [-4.7735, -0.5225, -0.3396], [-3.8695, 1.7666, -0.2082], [1.5546, -1.0925, 0.3591], [-1.0754, 0.1215, 0.0674], [-3.2249, 0.9530, -0.1137], [-0.7074, -2.0384, 0.5387], [-1.4299, 2.3893, -0.0947]], "forces_ev_per_angstrom": [[3.9, 0.4, -3.0], [-1.9, 0.8, 2.7], [1.4, 1.6, -3.9], [0.1, -4.6, -3.4], [2.0, 1.3, -2.3], [-0.3, -1.0, -0.3], [-0.4, 1.4, -0.3], [0.0, -0.4, 1.1], [-1.6, -0.5, -1.3], [-1.1, -0.2, 0.9], [0.5, -1.9, -0.7], [-1.4, -1.3, 2.8], [-1.4, 1.5, 2.9], [0.1, 1.9, 2.3], [-0.7, -0.4, 0.1], [-0.3, 0.3, -0.1], [0.5, 0.5, -0.3], [1.0, -1.2, 0.1], [-0.1, 0.8, 2.1], [0.3, 2.0, -0.3], [-0.5, 0.1, -0.1], [-0.4, -1.0, 0.4], [0.1, -0.2, 0.5]], "mulliken_charge": [-0.81, 0.03, -0.27, -0.19, -0.13, 0.66, -0.68, -0.21, 0.29, 0.58, 0.31, 0.21, 0.18, 0.27, 0.30, 0.41, 0.34, 0.27, -0.26, -0.02, -0.11, -0.53, -0.62]}

***

Q: What is the formula in the eighth record?
A: C9H9N3O2

***

Q: Number 6 is which compound?
A: C9H9N3O